This record from OMol25 describes a structure of composition C34H38CsN7O6S. The level of theory is ωB97M-V/def2-TZVPD.

Calculated values
energy above the lowest of the compared OMol25 structures with the same formula, charge and spin: 2.2703 eV
HOMO level: -2.952 eV
LUMO: 0.131 hartree
frontier orbital gap: 6.516 eV

The geometry in ORCA input format:
```
! RIJCOSX wB97M-V def2-TZVPD def2/J DEFGRID3
* xyz -2 1
Cs -1.69513 0.28876 0.06994
C 3.70013 2.96784 0.42985
C 2.55098 3.14436 1.38670
C 2.66937 2.74882 2.71795
C 1.60760 2.87501 3.60086
C 1.73766 2.43599 5.03756
C 0.41086 3.41712 3.13799
C 0.26928 3.83100 1.81999
C -1.03144 4.37663 1.30308
C 1.35165 3.68754 0.95426
H 4.16979 1.99273 0.56823
H 4.46166 3.73512 0.59440
H 3.34829 3.03969 -0.59845
H 3.59808 2.30208 3.06190
H 2.59469 1.77502 5.16850
H 0.84071 1.90647 5.36303
H 1.87083 3.30000 5.69396
H -0.43338 3.49220 3.81709
H -0.95394 5.44657 1.09405
H -1.84099 4.22282 2.01696
H -1.29300 3.88850 0.36752
H 1.22276 3.94557 -0.09139
O 1.54384 -6.17230 -2.97605
C 0.39404 -5.96963 -2.52804
O -0.56782 -6.75381 -2.41773
C 0.16374 -4.54244 -1.95790
C 1.04196 -3.51391 -2.29070
C 0.81615 -2.24451 -1.79215
N -0.19581 -1.93578 -0.97689
C -1.04513 -2.91899 -0.65646
C -0.90554 -4.21907 -1.13452
C -2.22339 -2.54786 0.24400
O -3.33661 -2.99350 -0.06540
O -1.96029 -1.77789 1.21370
H 1.88457 -3.73626 -2.93134
H 1.48046 -1.41995 -2.04064
H -1.63507 -4.97252 -0.87035
C -4.40820 -0.64058 -6.52904
C -3.84002 0.21500 -5.42752
C -3.97026 1.60076 -5.46505
C -3.49468 2.38998 -4.42674
C -2.87499 1.78875 -3.34772
C -2.71146 0.41327 -3.30807
C -3.19961 -0.37110 -4.33813
S -2.26752 2.73242 -1.94109
O -2.99705 2.20670 -0.79728
O -2.49967 4.13616 -2.22490
N -0.76340 2.33890 -1.69712
C 0.21884 2.51819 -2.62536
C 0.01864 3.03999 -3.93190
C 1.08771 3.17643 -4.78527
C 2.36046 2.80095 -4.36220
C 2.47089 2.30273 -3.07705
N 1.45806 2.15940 -2.23139
H -4.50567 -0.07513 -7.45643
H -5.39833 -1.00330 -6.24400
H -3.77728 -1.50907 -6.71792
H -4.44622 2.07108 -6.31871
H -3.59583 3.46861 -4.44397
H -2.19474 -0.02926 -2.46950
H -3.07564 -1.44678 -4.29277
H -0.96797 3.34602 -4.23838
H 0.93058 3.56812 -5.78420
H 3.22557 2.89988 -5.00449
H 3.43811 1.98254 -2.69471
C -0.35063 -1.65875 3.92039
N -0.32412 -2.81580 4.83163
C 0.79425 -2.65240 5.75342
N 2.08825 -2.52505 5.07044
C 1.99429 -1.36993 4.15938
N 0.91296 -1.50499 3.19770
C 1.12488 -2.72534 2.41151
N 1.19116 -3.91352 3.27741
C -0.07116 -4.00901 4.01227
C 2.26951 -3.72510 4.23790
H -0.54097 -0.75467 4.50783
H -1.14388 -1.79604 3.18743
H 0.83758 -3.51897 6.42090
H 0.63048 -1.75360 6.35572
H 2.94316 -1.27345 3.62469
H 1.83372 -0.46874 4.75848
H 2.06072 -2.64127 1.85415
H 0.29977 -2.83225 1.70799
H -0.03419 -4.88472 4.66770
H -0.88770 -4.12588 3.29831
H 3.21528 -3.63388 3.69733
H 2.32479 -4.59874 4.89484
*
```


This record from OMol25 describes a structure of composition C34H38CsN7O6S. The level of theory is ωB97M-V/def2-TZVPD.

Calculated values
energy above the lowest of the compared OMol25 structures with the same formula, charge and spin: 0.2478 eV
HOMO level: -2.972 eV
LUMO: 0.126 hartree
frontier orbital gap: 6.401 eV

The geometry in ORCA input format:
```
! RIJCOSX wB97M-V def2-TZVPD def2/J DEFGRID3
* xyz -2 1
Cs -0.84498 -1.08824 0.72136
C -2.35297 -2.59131 4.39877
C -3.14235 -1.90430 3.31522
C -3.60312 -2.62370 2.21768
C -4.25899 -1.99461 1.16862
C -4.57104 -2.76600 -0.08681
C -4.51254 -0.62893 1.26226
C -4.06563 0.11854 2.34859
C -4.24364 1.61166 2.39743
C -3.36581 -0.53286 3.36177
H -1.55835 -3.20011 3.96379
H -2.99040 -3.25198 4.99230
H -1.89178 -1.86279 5.06430
H -3.36954 -3.68020 2.13137
H -3.65392 -2.90447 -0.66922
H -5.30730 -2.24894 -0.70316
H -4.94802 -3.76315 0.14532
H -5.02136 -0.12492 0.44629
H -4.58484 1.93828 3.38105
H -4.96228 1.95095 1.65105
H -3.28828 2.09858 2.19096
H -2.94277 0.04200 4.17902
O 5.35480 -4.38078 -3.15037
C 4.13547 -4.63691 -3.25167
O 3.55678 -5.47812 -3.96477
C 3.21186 -3.78180 -2.34127
C 3.76807 -2.88171 -1.43833
C 2.92263 -2.13734 -0.63469
N 1.59467 -2.24225 -0.65800
C 1.04445 -3.12791 -1.50236
C 1.82748 -3.88536 -2.37132
C -0.49078 -3.35790 -1.47353
O -1.10397 -3.27340 -2.55391
O -0.99163 -3.56821 -0.33997
H 4.84423 -2.78695 -1.38775
H 3.33014 -1.42395 0.08032
H 1.37366 -4.57902 -3.06622
C 5.38527 3.31050 -0.41808
C 3.98884 3.13067 0.11511
C 3.28502 4.20403 0.65427
C 1.98449 4.04263 1.11199
C 1.36808 2.80337 1.03523
C 2.06150 1.72339 0.51148
C 3.36025 1.89025 0.05659
S -0.32929 2.62711 1.60225
O -1.13492 2.43078 0.41127
O -0.59076 3.83102 2.36959
N -0.33380 1.27448 2.37446
C 0.36218 0.96151 3.48998
C 1.05836 1.88333 4.30383
C 1.81548 1.39843 5.34787
C 1.86112 0.02991 5.59043
C 1.10019 -0.79078 4.77112
N 0.34549 -0.36493 3.76360
H 5.94736 4.02889 0.18042
H 5.36034 3.68300 -1.44504
H 5.92763 2.36560 -0.42470
H 3.75650 5.17880 0.72042
H 1.43916 4.87627 1.53371
H 1.60256 0.74369 0.44318
H 3.88607 1.03681 -0.35690
H 0.98996 2.93835 4.08058
H 2.37462 2.08757 5.97148
H 2.45658 -0.39334 6.38807
H 1.08785 -1.86359 4.94650
C -1.75491 0.38127 -2.38843
N -2.18289 1.09453 -3.60417
C -1.73455 0.30936 -4.75952
N -0.28612 0.11625 -4.78476
C 0.09458 -0.57974 -3.54322
N -0.30677 0.18471 -2.34884
C 0.34750 1.49246 -2.41421
N -0.02464 2.24048 -3.63051
C -1.48379 2.38366 -3.62774
C 0.34785 1.43102 -4.79132
H -2.23672 -0.60094 -2.37108
H -2.05920 0.96681 -1.51665
H -2.03891 0.82795 -5.67479
H -2.21581 -0.67000 -4.72621
H 1.17871 -0.71234 -3.52460
H -0.37443 -1.56278 -3.51469
H 1.42960 1.34430 -2.41343
H 0.05964 2.08590 -1.54813
H -1.78513 2.92918 -4.52775
H -1.77627 2.95655 -2.74509
H 1.43245 1.29801 -4.79491
H 0.05575 1.96372 -5.70278
*
```


This record from OMol25 describes a structure of composition C34H38FeGe2N6. The level of theory is ωB97M-V/def2-TZVPD.

Calculated values
energy above the lowest of the compared OMol25 structures with the same formula, charge and spin: 3.1120 eV
HOMO level (spin up / spin down): -12.666 / -13.467 eV
LUMO (spin up / spin down): -0.262 / -0.296 hartree
frontier orbital gap (spin up / spin down): 5.543 / 5.410 eV

The geometry in ORCA input format:
```
! RIJCOSX wB97M-V def2-TZVPD def2/J DEFGRID3
* xyz 2 5
Fe 0.28328 -0.30639 -0.00508
C -0.02962 -0.33839 4.16292
C -0.36852 -0.35629 2.82392
N 0.56958 -0.34709 1.86432
C 1.87428 -0.34999 2.27362
C 2.17538 -0.36509 3.63942
N 1.23728 -0.34609 4.55532
C 2.81688 -0.31269 1.17762
C 4.20318 -0.29919 1.21292
C 4.90568 -0.26479 0.00552
C 4.20798 -0.24229 -1.20538
C 2.82178 -0.24969 -1.17658
N 2.15868 -0.28249 -0.00088
C 1.88388 -0.23449 -2.27708
C 2.18848 -0.14789 -3.63938
N 1.25308 -0.12179 -4.55778
C -0.01332 -0.20179 -4.17228
C -0.35522 -0.29359 -2.83688
N 0.57878 -0.29329 -1.87358
C 6.37118 -0.26049 0.00632
C 7.08048 0.50651 0.92972
C 8.46718 0.47301 0.88322
N 9.10378 -0.26329 0.00592
C 8.46548 -0.99869 -0.87178
C 7.07878 -1.02829 -0.91738
H -0.78362 -0.31089 4.93542
H -1.40272 -0.36419 2.49882
H 3.19708 -0.38669 3.98742
H 4.73798 -0.33659 2.14812
H 4.74668 -0.19949 -2.13788
H 3.21048 -0.08849 -3.98218
H -0.76492 -0.17929 -4.94688
H -1.38912 -0.35259 -2.51668
H 6.57638 1.13511 1.64682
H 9.07468 1.04861 1.56642
H 9.07028 -1.57649 -1.55508
H 6.57258 -1.65579 -1.63388
C -2.52022 -3.99749 -1.88658
C -1.18672 -3.30379 -1.65208
Ge -1.22192 -2.10869 0.00022
C -1.19822 -3.30709 1.65012
C -2.53582 -3.99129 1.88902
C -2.87992 -1.03189 -0.00268
C -3.02762 0.29971 -0.00298
Ge -1.31232 1.47971 0.00202
C -0.85452 2.63221 1.64022
C -1.84612 3.72101 2.02072
C -0.85902 2.64841 -1.62528
C -1.84632 3.74221 -2.00228
C -4.31942 0.97211 -0.00768
C -5.53082 0.26771 -0.01728
C -6.73302 0.94491 -0.02028
C -6.76362 2.33151 -0.01488
C -5.57282 3.04201 -0.00638
C -4.36972 2.36591 -0.00258
H -2.46522 -4.55959 -2.81848
H -3.33802 -3.28559 -1.97028
H -2.75452 -4.69729 -1.08988
H -0.92572 -2.71209 -2.52638
H -0.40102 -4.04449 -1.50498
H -0.93362 -2.71779 2.52482
H -0.41732 -4.05299 1.50402
H -3.34832 -3.27349 1.97282
H -2.48232 -4.55089 2.82252
H -2.77702 -4.69159 1.09502
H -3.76702 -1.65369 -0.00548
H 0.10568 3.09021 1.39232
H -0.69822 1.98831 2.50142
H -1.94972 4.46491 1.23552
H -1.48052 4.22841 2.91352
H -2.82872 3.31421 2.24612
H -0.70572 2.01071 -2.49148
H 0.10318 3.10171 -1.37558
H -2.82922 3.33911 -2.23288
H -1.47602 4.25191 -2.89178
H -1.95002 4.48311 -1.21438
H -5.53792 -0.81169 -0.02258
H -7.65312 0.38351 -0.02698
H -7.70662 2.85141 -0.01748
H -5.57922 4.11901 -0.00268
H -3.42992 2.90911 0.00462
*
```


This record from OMol25 describes a structure of composition C34H38FeN7OS2. The level of theory is ωB97M-V/def2-TZVPD.

Calculated values
energy above the lowest of the compared OMol25 structures with the same formula, charge and spin: 0.2120 eV
HOMO level (spin up / spin down): -3.680 / -3.737 eV
LUMO (spin up / spin down): 0.090 / 0.090 hartree
frontier orbital gap (spin up / spin down): 6.130 / 6.182 eV

The geometry in ORCA input format:
```
! RIJCOSX wB97M-V def2-TZVPD def2/J DEFGRID3
* xyz -1 5
Fe 0.78562 0.46222 -0.27662
C -0.88032 2.58585 1.54953
C -0.81036 1.80540 2.86114
C -0.41927 0.32613 2.72636
N 0.74044 0.07559 1.89014
C 1.91352 -0.11975 2.42389
C 2.22901 0.16317 3.78616
C 3.32052 -0.18028 4.55322
C 4.38941 -1.02731 4.27579
C 4.61870 -1.65690 3.05968
C 3.99384 -1.49498 1.83949
C 2.93706 -0.61985 1.44342
N 2.66486 -0.33305 0.20676
C 3.43423 -0.85189 -0.89970
C 2.76345 -2.12526 -1.48987
C 1.61304 -2.65989 -0.64387
N 0.46789 -1.76221 -0.66796
C -0.63312 -2.14868 -0.11681
C -0.76458 -3.35081 0.66449
C -1.86350 -4.12149 0.94046
C -3.18529 -3.97449 0.50223
C -3.68743 -2.84558 -0.11661
C -3.09722 -1.60728 -0.33702
C -1.75712 -1.16528 -0.17043
N -1.41117 0.10347 -0.11541
C -2.50096 1.03050 0.13626
C -2.12370 2.42675 0.67338
H 0.00499 2.34252 0.97322
H -0.78799 3.65192 1.77993
H -1.77005 1.85086 3.39152
H -0.06933 2.30927 3.48783
H -1.24874 -0.22179 2.27516
H -0.28180 -0.08603 3.73241
H 1.50860 0.80409 4.27750
H 3.31821 0.24617 5.55298
H 5.08777 -1.22665 5.07971
H 5.44448 -2.36404 3.05224
H 4.39537 -2.10184 1.03739
H 4.47515 -1.05136 -0.62918
H 3.45178 -0.07378 -1.66534
H 3.50446 -2.92140 -1.60362
H 2.37665 -1.90093 -2.48564
H 1.96073 -2.81241 0.38523
H 1.31981 -3.64847 -1.02117
H 0.16955 -3.69210 1.09481
H -1.66572 -4.99530 1.55565
H -3.87021 -4.79198 0.69211
H -4.72976 -2.90392 -0.41980
H -3.76399 -0.85921 -0.74860
H -3.18835 0.56218 0.85350
H -3.10611 1.18448 -0.77580
H -2.99782 2.78871 1.22601
H -2.00132 3.12689 -0.16178
O 1.31443 2.48055 -0.93128
N 1.52224 3.74829 -0.55914
C 1.03796 4.69026 -1.40679
C 1.16455 6.02713 -1.18223
C 1.84804 6.43369 -0.02378
C 2.35080 5.48696 0.81478
C 2.20315 4.08133 0.59732
S 2.80540 2.93523 1.65341
H 0.56253 4.29581 -2.29141
H 0.75104 6.72785 -1.89226
H 1.98297 7.48637 0.19156
H 2.89772 5.75618 1.70658
N -1.01823 2.12076 -2.64327
C -0.86431 0.84014 -3.05926
S 0.65706 0.18275 -3.23777
N -2.04216 0.21929 -3.34783
C -2.40074 -1.14598 -3.35591
C -1.51899 -2.20108 -3.15255
C -2.00980 -3.49794 -3.11018
C -3.35862 -3.76822 -3.28052
C -4.23368 -2.71251 -3.49306
C -3.75819 -1.41390 -3.52986
H -0.18007 2.49136 -2.18117
H -1.88084 2.33928 -2.16602
H -2.84617 0.82908 -3.32482
H -0.47227 -2.00479 -2.98552
H -1.31688 -4.30780 -2.92059
H -3.72643 -4.78461 -3.23301
H -5.29407 -2.89487 -3.61409
H -4.45033 -0.59056 -3.67574
*
```


This record from OMol25 describes a structure of composition C34H38N11NiP. The level of theory is ωB97M-V/def2-TZVPD.

Calculated values
HOMO level (spin up / spin down): -13.284 / -13.284 eV
LUMO (spin up / spin down): -0.229 / -0.231 hartree
frontier orbital gap (spin up / spin down): 7.047 / 7.000 eV

The geometry in ORCA input format:
```
! RIJCOSX wB97M-V def2-TZVPD def2/J DEFGRID3
* xyz 2 1
Ni 0.41987 1.26575 -0.14896
N 2.64791 2.81557 1.04197
P 2.67132 1.23700 0.42450
C 4.34199 0.98125 -0.14947
C 5.37518 0.86207 0.78697
C 6.67686 0.70922 0.33903
C 6.94599 0.66181 -1.02654
C 5.91877 0.77361 -1.95324
C 4.61261 0.93404 -1.51645
C 2.53489 0.20250 1.91523
C 3.01278 -1.11000 1.88363
C 2.85925 -1.93248 2.98981
C 2.21649 -1.45696 4.12820
C 1.72726 -0.15800 4.16054
C 1.88699 0.67481 3.05572
C 1.68580 3.69914 0.63651
C 1.69256 5.03340 1.05109
C 0.83477 5.91323 0.44691
C 0.00470 5.46617 -0.58685
C 0.00228 4.13601 -0.87918
N 0.77777 3.22155 -0.23346
H 3.44433 3.18738 1.54047
H 5.17127 0.87546 1.85135
H 7.48230 0.61811 1.05630
H 7.96506 0.53326 -1.36732
H 6.13345 0.73742 -3.01322
H 3.80904 1.02170 -2.23999
H 3.52812 -1.48240 1.00395
H 3.24035 -2.94634 2.96586
H 2.11117 -2.09601 4.99680
H 1.23028 0.21292 5.04817
H 1.52110 1.69488 3.09778
H 2.38972 5.35287 1.81439
H 0.82922 6.95465 0.74328
H -0.62727 6.14448 -1.14207
H -0.60213 3.75758 -1.68675
C -2.16820 1.47394 -1.21804
N -1.61467 1.39129 0.19013
C -2.30923 0.20159 0.83318
N -3.74613 0.32260 0.79862
C -4.19510 0.43682 -0.58991
N -3.60085 1.60848 -1.24752
C -3.98560 2.81221 -0.48889
N -3.54556 2.72445 0.90906
C -2.11224 2.60274 0.95604
C -4.15335 1.53584 1.51858
H -1.87638 0.56316 -1.74477
H -1.72670 2.33078 -1.71681
H -1.97449 0.14154 1.86953
H -2.01800 -0.70272 0.30984
H -5.27925 0.52910 -0.60968
H -3.90500 -0.46002 -1.13769
H -5.06827 2.91190 -0.51621
H -3.54059 3.69317 -0.95539
H -1.78819 2.49242 1.99251
H -1.67380 3.49490 0.54223
H -5.23699 1.62608 1.47992
H -3.83912 1.46345 2.55956
C 0.46871 -0.78542 -2.86841
C 0.31231 -1.32878 -1.48745
N 0.31691 -0.61574 -0.36604
C 0.18127 -1.50801 0.69187
C 0.09893 -2.75716 0.19185
N 0.18909 -2.62679 -1.18240
C 0.12352 -3.75246 -2.13613
N -0.84546 -4.69866 -1.71600
N -0.43959 -5.98840 -1.43836
N -1.44948 -6.66119 -1.05318
C -2.56219 -5.81977 -1.05679
C -3.88449 -6.08331 -0.69277
C -4.77806 -5.04003 -0.76878
C -4.37735 -3.76006 -1.20799
C -3.07501 -3.49094 -1.57399
C -2.17932 -4.56162 -1.48061
H 0.68630 0.28054 -2.81946
H -0.43659 -0.92520 -3.46289
H 1.29064 -1.27267 -3.39494
H 0.15788 -1.18976 1.72131
H -0.00746 -3.71620 0.67244
H 1.07768 -4.27149 -2.15759
H -0.09518 -3.35561 -3.12543
H -4.18600 -7.07129 -0.36846
H -5.81205 -5.19939 -0.49279
H -5.12115 -2.97470 -1.26307
H -2.76827 -2.51528 -1.93325
*
```


Number 1: largest force on an atom 2.82 eV/A. Number 2: largest force on an atom 0.78 eV/A. Number 3: largest force on an atom 2.94 eV/A. Number 4: largest force on an atom 0.64 eV/A. Number 5: largest force on an atom 1.06 eV/A.